Entry 1:
DFT (the ωB97M-V functional and the def2-TZVPD basis) results for a molecular structure, C11H28O11RbS3 at a distorted geometry.

CARTESIAN COORDINATES (ANGSTROEM)
Rb  1.704  2.235  -3.527
O  5.553  -3.954  -8.683
C  4.302  -3.372  -8.991
C  3.237  -3.136  -7.891
O  3.555  -2.754  -6.570
H  3.833  -4.002  -9.746
H  4.404  -2.373  -9.415
H  2.665  -4.049  -7.726
H  2.452  -2.453  -8.213
O  6.604  -2.019  1.727
S  6.562  -0.687  2.252
O  6.147  0.364  1.288
O  5.586  -0.758  3.620
C  6.164  -1.379  4.760
C  5.023  -1.978  5.585
C  8.291  -0.335  2.908
H  6.640  -0.646  5.411
H  6.846  -2.199  4.535
H  4.663  -2.841  5.024
H  4.165  -1.349  5.823
H  5.476  -2.473  6.444
H  8.886  -0.145  2.015
H  8.526  -1.309  3.337
H  8.213  0.487  3.620
O  -2.322  1.316  3.889
S  -2.179  2.670  3.418
O  -1.743  2.937  2.074
O  -3.630  3.468  3.653
C  -3.679  4.796  3.196
C  -5.045  5.356  3.588
C  -1.130  3.596  4.672
H  -3.688  4.883  2.109
H  -2.866  5.446  3.519
H  -5.867  4.930  3.013
H  -5.129  6.423  3.378
H  -5.262  5.219  4.647
H  -0.963  4.627  4.360
H  -0.194  3.039  4.625
H  -1.716  3.503  5.586
O  -5.820  -1.166  -5.847
S  -5.153  -1.109  -4.532
O  -3.960  -0.274  -4.398
O  -6.218  -0.755  -3.348
C  -5.703  -0.495  -2.025
C  -6.785  -1.003  -1.110
C  -4.738  -2.857  -3.981
H  -5.642  0.585  -1.889
H  -4.732  -0.944  -1.816
H  -6.797  -2.087  -1.001
H  -7.769  -0.765  -1.515
H  -6.690  -0.605  -0.100
H  -4.423  -2.941  -2.941
H  -3.990  -3.266  -4.660
H  -5.667  -3.401  -4.153

Results
LUMO energy: 0.8 eV
Kohn-Sham gap: 1.8 eV
Net charge: -1
HOMO: -1.0 eV
DFT total energy: -2481.8604 a.u.

Atomic partial charges in e from the natural (NBO) method, atoms 1 to 8: Rb 0.13; O -0.75; C -0.09; C -0.09; O -0.70; H 0.11; H 0.13; H 0.15



Entry 2:
DFT (the ωB97M-V functional and the def2-TZVPD basis) results for 4 unconnected molecules or ions with the total composition C3H10NOS at a distorted geometry.

CARTESIAN COORDINATES (ANGSTROEM)
C  -1.335  -0.731  0.330
O  3.624  0.645  1.019
C  -1.686  0.382  -0.644
C  -1.534  1.705  -0.159
S  1.565  -1.581  0.500
N  -2.051  -0.048  -1.812
H  -0.679  -0.359  1.104
H  -2.215  -1.221  0.797
H  3.047  -0.128  0.940
H  0.221  0.065  -0.584
H  -1.474  2.564  -0.814
H  -0.818  -1.517  -0.192
H  2.339  -2.626  0.183
H  4.540  0.361  1.015
H  -1.319  1.881  0.895
H  -2.226  0.608  -2.579

Results
LUMO energy: -9.2 eV
Kohn-Sham gap: 4.4 eV
Net charge: +1
HOMO: -13.6 eV
DFT total energy: -647.8730 a.u.

Atomic partial charges in e from the natural (NBO) method, atoms 1 to 8: C -0.70; O -0.96; C 0.02; C 0.18; S -0.10; N -0.29; H 0.23; H 0.28



Entry 3:
DFT (the ωB97M-V functional and the def2-TZVPD basis) results for C2H5N3 in the gas phase at a distorted geometry.

CARTESIAN COORDINATES (ANGSTROEM)
C  -0.760  0.021  0.081
N  -1.019  1.100  0.842
C  1.476  -0.158  -0.686
N  0.666  -0.067  0.290
N  -1.484  -0.996  -0.181
H  -1.965  1.134  1.200
H  0.156  1.120  1.149
H  -0.896  -1.737  -0.564
H  1.991  0.716  -1.095
H  1.835  -1.133  -1.036

Results
LUMO energy (spin up / spin down): -1.0 / -1.0 eV
Kohn-Sham gap (spin up / spin down): 7.5 / 7.5 eV
Net charge: 0
HOMO (spin up / spin down): -8.5 / -8.5 eV
DFT total energy: -243.3038 a.u.

Atomic partial charges in e from the natural (NBO) method, atoms 1 to 8: C 0.55; N -0.86; C 0.22; N -0.66; N -0.72; H 0.40; H 0.46; H 0.34



Entry 4:
DFT (the ωB97M-V functional and the def2-TZVPD basis) results for 2 unconnected molecules or ions with the total composition C4H12 at a distorted geometry.

CARTESIAN COORDINATES (ANGSTROEM)
C  -0.882  0.703  -2.903
C  -0.613  0.464  -1.402
H  -1.714  1.406  -2.963
H  -0.031  1.117  -3.437
H  -1.231  -0.198  -3.399
H  -0.672  -0.579  -1.101
H  -1.251  1.097  -0.787
H  0.370  0.825  -1.104
C  1.311  -0.352  2.575
C  0.172  -0.877  1.674
H  2.113  0.096  1.992
H  0.925  0.291  3.363
H  1.726  -1.196  3.138
H  -0.601  -1.302  2.303
H  0.611  -1.492  0.889
H  -0.234  -0.004  1.161

Results
LUMO energy: 1.1 eV
Kohn-Sham gap: 12.7 eV
Net charge: 0
HOMO: -11.6 eV
DFT total energy: -159.5728 a.u.

Atomic partial charges in e from the natural (NBO) method, atoms 1 to 8: C -0.62; C -0.62; H 0.20; H 0.21; H 0.21; H 0.21; H 0.20; H 0.20



Entry 5:
DFT (the ωB97M-V functional and the def2-TZVPD basis) results for 9 unconnected molecules or ions with the total composition C27H49BBr16N3O4 at a distorted geometry.

CARTESIAN COORDINATES (ANGSTROEM)
C  0.944  -2.071  2.021
C  -0.542  -1.935  1.738
O  -0.731  -1.467  0.412
C  -1.159  -0.101  0.341
N  -0.349  0.793  1.135
B  -0.293  2.173  0.630
O  -1.458  2.881  0.367
N  1.012  2.809  0.438
C  1.680  2.712  1.770
C  0.837  4.252  0.184
C  -1.042  0.292  -1.182
O  -2.045  0.822  -1.731
O  0.042  0.034  -1.726
C  -2.643  -0.107  0.761
C  -3.507  -0.934  0.069
C  -4.831  -0.981  0.350
C  -5.290  -0.132  1.419
C  -4.327  0.594  2.040
N  -3.018  0.646  1.756
H  1.154  -2.285  3.068
H  1.443  -1.164  1.690
H  1.324  -2.872  1.392
H  -1.008  -2.921  1.798
H  -1.038  -1.315  2.487
H  -0.582  0.732  2.119
H  -1.571  2.943  -0.593
H  2.456  3.473  1.806
H  0.977  2.963  2.576
H  2.062  1.712  1.942
H  0.306  4.388  -0.750
H  1.832  4.694  0.066
H  0.366  4.793  1.008
H  -3.147  -1.557  -0.733
H  -5.496  -1.621  -0.198
H  -6.294  -0.021  1.761
H  -4.656  1.218  2.865
Br  1.509  -6.118  -0.121
C  2.331  -4.460  -0.732
C  3.778  -4.379  -0.331
Br  3.992  -3.947  1.554
H  1.735  -3.646  -0.330
H  2.236  -4.473  -1.815
H  4.263  -3.567  -0.868
H  4.318  -5.305  -0.504
Br  -10.782  -2.291  -1.221
C  -10.559  -0.606  -0.273
C  -9.395  0.187  -0.807
Br  -7.683  -0.521  -0.211
H  -10.449  -0.851  0.778
H  -11.492  -0.068  -0.424
H  -9.428  1.206  -0.425
H  -9.367  0.209  -1.891
Br  -6.552  0.844  5.237
C  -5.434  1.141  6.801
C  -4.565  2.360  6.639
Br  -3.066  2.020  5.456
H  -4.861  0.232  6.954
H  -6.127  1.276  7.628
H  -4.124  2.641  7.593
H  -5.107  3.206  6.227
Br  0.605  3.261  -2.984
C  -0.803  2.361  -3.971
C  -0.411  2.146  -5.405
Br  -0.530  3.787  -6.470
H  -1.701  2.959  -3.860
H  -0.943  1.410  -3.454
H  -1.094  1.450  -5.885
H  0.609  1.788  -5.511
Br  4.154  0.972  -4.844
C  2.985  -0.503  -4.329
C  2.468  -0.340  -2.920
Br  3.863  -0.780  -1.630
H  3.558  -1.415  -4.465
H  2.164  -0.482  -5.043
H  1.655  -1.034  -2.718
H  2.129  0.664  -2.689
Br  7.035  -6.174  -1.505
C  7.440  -4.271  -1.573
C  8.556  -3.907  -0.632
Br  7.956  -3.850  1.216
H  6.518  -3.743  -1.351
H  7.731  -4.076  -2.602
H  8.917  -2.903  -0.847
H  9.384  -4.606  -0.674
Br  3.999  8.809  -6.366
C  2.626  7.467  -6.696
C  2.259  6.715  -5.446
Br  3.604  5.402  -4.966
H  3.006  6.817  -7.477
H  1.769  8.022  -7.070
H  1.347  6.140  -5.604
H  2.132  7.363  -4.586
Br  2.292  -4.381  7.154
C  3.166  -5.170  5.605
C  4.547  -4.610  5.398
Br  4.485  -2.829  4.627
H  2.515  -4.999  4.753
H  3.216  -6.236  5.816
H  5.095  -5.215  4.678
H  5.116  -4.537  6.319

Results
LUMO energy: 1.9 eV
Kohn-Sham gap: 7.6 eV
Net charge: -1
HOMO: -5.7 eV
DFT total energy: -42732.6699 a.u.

Atomic partial charges in e from the Löwdin method, atoms 1 to 8: C -0.08; C -0.25; O -0.07; C -0.35; N 0.20; B -0.72; O 0.14; N -0.06



Entry 6:
DFT (the ωB97M-V functional and the def2-TZVPD basis) results for a molecular structure, C5H12S3 at a distorted geometry.

CARTESIAN COORDINATES (ANGSTROEM)
C  2.592  -2.057  -1.130
C  2.988  -1.086  -0.010
C  2.112  0.128  -0.016
C  -0.973  0.686  -0.324
C  -2.279  -0.022  0.018
H  2.641  -1.574  -2.113
H  1.572  -2.425  -0.982
H  3.267  -2.918  -1.145
H  2.938  -1.573  0.968
H  4.024  -0.756  -0.171
H  2.134  0.696  -0.951
H  -1.347  0.845  -2.672
H  -1.081  1.768  -0.218
H  -0.179  0.371  0.365
H  -2.169  -1.105  -0.087
H  -3.071  0.290  -0.669
H  -1.903  -0.183  2.367
S  1.159  0.629  1.186
S  -0.351  0.270  -1.981
S  -2.900  0.393  1.675

Results
LUMO energy: -0.3 eV
Kohn-Sham gap: 8.2 eV
Net charge: 0
HOMO: -8.5 eV
DFT total energy: -1392.1763 a.u.

Atomic partial charges in e from the natural (NBO) method, atoms 1 to 8: C -0.60; C -0.47; C -0.28; C -0.47; C -0.53; H 0.21; H 0.21; H 0.22